A | {
  "formula": "C4H16O3",
  "method": "wB97M-V/def2-TZVPD",
  "elements": ["H", "H", "H", "H", "H", "O", "O", "H", "O", "C", "C", "H", "H", "H", "H", "H", "H", "C", "C", "H", "H", "H", "H"],
  "xyz": [[0.84, -1.10, 1.12], [-0.90, -2.52, 1.19], [2.58, -1.44, 1.37], [0.16, 1.35, 1.36], [2.58, 0.89, 1.90], [-1.18, -2.48, 2.12], [-1.30, -1.24, -2.71], [-1.85, -2.01, -2.91], [-2.93, 1.00, -0.68], [2.17, 0.62, 0.93], [1.85, -0.86, 0.81], [1.95, -1.20, -0.22], [1.14, 1.82, -1.52], [0.45, 0.34, -1.05], [1.18, 2.54, 0.87], [-0.57, 1.73, -1.01], [-1.73, -0.44, -3.02], [0.97, 1.52, 0.63], [0.44, 1.40, -0.78], [-3.54, 1.74, -0.70], [-2.01, -2.97, 2.09], [2.98, 0.95, 0.26], [-3.29, 0.38, -0.04]],
  "spin_multiplicity": 1,
  "homo_energy_ev": -10.72,
  "smiles": "CCCC.O.O.O",
  "lumo_ev": 0.39
}


B | {
  "formula": "C4H16O3",
  "method": "wB97M-V/def2-TZVPD",
  "elements": ["O", "H", "H", "C", "H", "H", "H", "H", "H", "C", "O", "H", "C", "H", "H", "H", "H", "H", "H", "H", "H", "O", "C"],
  "xyz": [[-0.70, -2.15, -2.85], [-1.21, 3.22, 3.00], [-0.31, 0.96, 3.08], [1.41, 0.41, 1.10], [4.63, -4.02, -2.99], [-2.59, 2.05, 2.78], [-3.29, -1.64, -2.39], [1.17, 2.47, 1.71], [-0.74, -1.49, -2.12], [0.56, 1.67, 1.27], [-3.59, -0.94, -1.77], [1.93, 0.12, 2.02], [-1.70, 2.50, 2.34], [2.19, 0.60, 0.37], [-3.22, -1.32, -0.97], [0.76, -0.45, 0.92], [-1.27, 0.55, 1.72], [4.23, -3.83, -4.45], [-1.97, 3.03, 1.43], [0.17, 2.13, 0.36], [0.14, -1.75, -3.15], [4.07, -3.51, -3.54], [-0.66, 1.37, 2.12]],
  "spin_multiplicity": 1,
  "homo_energy_ev": -10.96,
  "smiles": "CCCC.O.O.O",
  "lumo_ev": 0.53
}


Name the least stable of them. B.


A | {
  "formula": "C5H9O2P",
  "method": "wB97M-V/def2-TZVPD",
  "elements": ["H", "H", "C", "H", "O", "H", "P", "C", "H", "C", "H", "H", "C", "C", "H", "H", "O"],
  "xyz": [[-0.82, -0.86, -1.60], [-0.92, 1.21, 0.71], [-0.34, -0.30, -0.94], [0.29, -1.53, 1.25], [-2.81, -1.49, -0.30], [2.34, 0.61, -0.15], [0.92, -1.21, 0.12], [-2.48, -1.58, 0.91], [1.80, 0.39, 1.60], [-1.32, 0.51, -0.15], [-3.39, 0.27, 0.70], [0.31, 0.36, -1.55], [2.18, -0.11, 0.68], [-2.52, -0.25, 0.34], [3.09, -0.71, 1.00], [-1.75, 1.19, -0.86], [1.32, -2.44, -0.52]],
  "spin_multiplicity": 1,
  "homo_energy_ev": -9.52,
  "lumo_ev": 0.68
}


B | {
  "formula": "C5H9O2P",
  "method": "wB97M-V/def2-TZVPD",
  "elements": ["H", "O", "C", "H", "C", "H", "C", "H", "C", "O", "H", "H", "H", "P", "C", "H", "H"],
  "xyz": [[-2.94, 0.14, 1.70], [2.33, 1.73, -0.17], [1.10, -0.33, -0.68], [-1.36, -0.81, 1.33], [2.21, 0.39, 0.01], [2.40, 1.71, 1.99], [1.84, 1.33, 1.11], [1.28, -0.83, -1.62], [-2.20, -0.11, 0.93], [-2.19, 2.24, -0.41], [0.71, -1.14, -0.11], [-2.61, -0.69, 0.12], [0.42, 1.57, -1.53], [-1.23, 1.26, 0.09], [-0.10, 0.58, -1.12], [-0.58, 0.15, -2.10], [3.08, -0.23, 0.23]],
  "spin_multiplicity": 1,
  "homo_energy_ev": [-9.00, -7.91],
  "lumo_ev": [-0.51, -0.22]
}


Name the least stable of them. B.


A | {
  "formula": "C6H7N3O3S",
  "method": "wB97M-V/def2-TZVPD",
  "elements": ["H", "H", "H", "C", "S", "H", "C", "C", "O", "O", "N", "H", "O", "C", "C", "N", "N", "C", "H", "H"],
  "xyz": [[-2.94, 0.25, 1.22], [0.22, -2.47, 0.61], [-2.22, -1.81, -0.81], [-2.17, -0.15, 0.61], [2.19, -0.53, 0.02], [-2.24, -2.23, 0.88], [-1.34, 0.76, 0.21], [0.43, -0.65, -0.28], [2.15, 0.28, 1.19], [2.96, -1.75, 0.15], [-0.26, 0.51, -0.59], [2.64, 1.35, -1.32], [0.53, 1.82, -0.60], [-0.27, -1.60, 0.25], [-1.33, 2.13, 0.44], [-0.29, 2.69, -0.09], [2.71, 0.40, -1.11], [-1.80, -1.55, 0.18], [3.20, 0.01, -1.85], [-2.18, 2.55, 0.90]],
  "spin_multiplicity": 1,
  "homo_energy_ev": -8.49,
  "smiles": "NS(=O)(=O)C1=CCC=C2C=NON21",
  "lumo_ev": 0.58
}


B | {
  "formula": "C6H7N3O3S",
  "method": "wB97M-V/def2-TZVPD",
  "elements": ["N", "C", "H", "H", "O", "H", "H", "N", "C", "C", "C", "H", "C", "C", "O", "S", "O", "H", "N", "H"],
  "xyz": [[-1.04, -0.94, -0.21], [1.46, -0.78, -0.58], [0.06, 3.38, -0.32], [-1.88, 1.52, -0.45], [-2.06, -3.09, 0.11], [2.36, -2.68, -0.19], [-0.40, 3.55, 1.43], [1.88, -0.26, -1.66], [0.01, -0.24, -0.17], [1.33, -2.15, 1.44], [-1.11, 1.81, 0.44], [-1.50, 1.43, 1.50], [1.95, -1.81, 0.23], [-0.80, 3.31, 0.45], [-1.30, -2.62, -2.17], [-1.09, -2.54, -0.73], [0.04, 1.00, 0.22], [2.87, -0.36, -1.85], [0.94, -2.52, 2.49], [-1.70, 3.96, 0.02]],
  "spin_multiplicity": 1,
  "homo_energy_ev": [-10.32, -9.54],
  "lumo_ev": [-2.13, -2.97]
}


Name the least stable of them. A.


A | {
  "formula": "C8H14",
  "method": "wB97M-V/def2-TZVPD",
  "elements": ["H", "C", "H", "H", "H", "H", "H", "H", "H", "C", "C", "H", "H", "H", "C", "H", "C", "C", "H", "H", "C", "C"],
  "xyz": [[-1.96, 1.68, -1.33], [0.42, -0.38, -0.05], [-1.28, -1.58, 0.74], [-0.93, 2.68, 1.13], [0.87, -0.27, 2.14], [0.48, -0.70, -2.22], [0.76, 1.65, -0.74], [1.91, 0.19, -1.34], [-0.58, -2.28, -0.56], [1.22, -0.62, -1.30], [1.24, -0.73, 1.18], [1.68, -1.65, -1.13], [2.38, -0.50, 0.93], [1.15, -1.78, 1.44], [-0.39, 1.77, 1.23], [-1.06, 1.08, 1.72], [-0.85, -1.27, -0.13], [-1.37, 0.90, -0.82], [0.65, 1.86, 1.74], [-2.56, -0.77, -1.63], [-1.75, -0.35, -0.92], [-0.03, 1.07, -0.09]],
  "spin_multiplicity": 1,
  "homo_energy_ev": -9.17,
  "smiles": "C[C@@H]1C=CCC1(C)C",
  "lumo_ev": 0.98
}


B | {
  "formula": "C8H14",
  "method": "wB97M-V/def2-TZVPD",
  "elements": ["C", "C", "H", "H", "H", "H", "C", "H", "C", "H", "C", "H", "H", "H", "C", "H", "C", "H", "C", "H", "H", "H"],
  "xyz": [[-1.60, -1.44, 0.87], [-0.12, -1.49, 0.74], [-1.61, 0.05, -1.35], [1.24, 0.00, 1.59], [-1.65, 1.61, 0.45], [-0.17, 2.33, 1.24], [1.09, -1.16, 1.57], [1.40, -1.65, 2.51], [-0.63, 1.58, 0.61], [-0.44, 0.80, -2.54], [-0.53, 0.26, -1.64], [0.08, -0.63, -1.75], [-1.93, -2.21, 1.54], [1.67, -2.15, -0.57], [0.06, 1.19, -0.49], [-1.84, -0.44, 1.19], [1.52, 1.68, -0.74], [1.94, 2.23, 0.10], [1.05, -1.99, 0.29], [1.60, 2.30, -1.56], [-1.90, -1.46, -0.20], [2.18, 0.85, -0.75]],
  "spin_multiplicity": 1,
  "homo_energy_ev": -8.74,
  "smiles": "C=C(C)C.CC1=CC1",
  "lumo_ev": 0.99
}


C | {
  "formula": "C8H14",
  "method": "wB97M-V/def2-TZVPD",
  "elements": ["C", "C", "C", "C", "H", "H", "H", "H", "H", "H", "H", "H", "C", "C", "H", "H", "C", "H", "H", "H", "H", "C"],
  "xyz": [[1.16, -0.37, 0.00], [0.11, -1.04, 0.26], [-2.26, -0.15, 0.80], [2.52, -0.88, -0.09], [-0.52, 0.11, 2.07], [4.44, -0.08, 0.67], [-2.83, -1.02, 0.43], [-2.00, 1.15, -2.49], [-0.98, -1.57, 2.14], [-2.72, 1.79, -0.16], [4.18, 1.31, -0.26], [3.10, -1.74, 0.07], [-1.80, 0.40, -1.65], [-1.99, 0.95, -0.24], [-1.07, 1.57, 0.15], [1.08, 0.58, 0.41], [-0.91, -0.72, 1.37], [-2.95, 0.12, 1.67], [-2.58, -0.35, -1.86], [3.06, -0.19, -1.10], [-0.83, -0.04, -1.87], [3.77, 0.17, -0.32]],
  "spin_multiplicity": 1,
  "homo_energy_ev": -6.90,
  "lumo_ev": -0.82
}


D | {
  "formula": "C8H14",
  "method": "wB97M-V/def2-TZVPD",
  "elements": ["C", "C", "H", "H", "H", "H", "H", "H", "C", "H", "C", "H", "H", "C", "C", "H", "C", "H", "H", "C", "H", "H"],
  "xyz": [[-3.53, 0.33, 0.39], [-0.08, -1.13, 0.05], [-0.18, -2.52, -1.66], [3.24, 1.12, 0.95], [-1.40, 0.10, -1.26], [1.37, -2.42, -0.85], [-3.79, 0.78, -0.56], [-0.43, -1.94, 0.69], [1.18, 1.21, 0.27], [-4.08, 0.71, 1.24], [2.72, 1.41, 0.04], [0.85, -1.12, -1.94], [2.96, 0.70, -0.75], [-2.29, -0.10, 0.64], [0.51, -1.82, -1.19], [0.81, 1.57, -0.69], [0.84, -0.18, 0.71], [0.78, 1.90, 1.01], [2.92, 2.43, -0.24], [-1.21, -0.30, -0.26], [-2.01, -0.47, 1.63], [0.83, -0.24, 1.80]],
  "spin_multiplicity": 1,
  "homo_energy_ev": -6.80,
  "lumo_ev": -0.62
}


Name the least stable of them. C.


A | {
  "formula": "CH6P2S",
  "method": "wB97M-V/def2-TZVPD",
  "elements": ["H", "C", "H", "H", "S", "P", "H", "P", "H", "H"],
  "xyz": [[1.88, 1.86, -1.20], [0.19, -1.34, 0.16], [0.93, -1.53, -0.67], [0.43, -1.91, 1.06], [-0.02, 0.51, 0.28], [1.98, 1.16, 0.05], [-2.06, 1.49, -1.33], [-2.00, 1.30, 0.10], [-0.43, 0.23, 1.52], [-0.90, -1.76, 0.03]],
  "spin_multiplicity": 1,
  "homo_energy_ev": -7.60,
  "smiles": "C[SH](=P)=P",
  "lumo_ev": -0.44
}


B | {
  "formula": "CH6P2S",
  "method": "wB97M-V/def2-TZVPD",
  "elements": ["H", "H", "S", "H", "P", "H", "C", "H", "P", "H"],
  "xyz": [[-1.18, 2.35, -0.16], [1.78, -0.92, 1.40], [3.74, 0.58, -0.02], [-0.52, -1.03, -0.30], [2.08, -0.40, 0.13], [2.02, -1.63, -0.55], [-1.36, 1.31, 0.09], [0.09, 0.43, -1.77], [-0.10, 0.29, -0.40], [-1.62, 1.18, 1.13]],
  "spin_multiplicity": 1,
  "homo_energy_ev": -8.08,
  "smiles": "C=[PH2][PH2]=S",
  "lumo_ev": 0.17
}


Name the least stable of them. A.


A | {
  "formula": "CH6P2S",
  "method": "wB97M-V/def2-TZVPD",
  "elements": ["P", "H", "P", "H", "H", "S", "C", "H", "H", "H"],
  "xyz": [[-0.01, 0.01, 2.17], [-0.88, -1.06, 2.36], [-0.03, -0.88, 0.16], [-0.79, 1.47, -0.30], [0.86, -0.18, -2.36], [0.45, 1.08, -2.25], [-0.66, 0.55, -0.90], [-1.59, 0.33, -1.27], [1.47, -0.95, -0.32], [1.19, -0.36, 2.72]],
  "spin_multiplicity": 1,
  "homo_energy_ev": -8.66,
  "smiles": "[PH2]#[PH]CS",
  "lumo_ev": 0.69
}


B | {
  "formula": "CH6P2S",
  "method": "wB97M-V/def2-TZVPD",
  "elements": ["P", "H", "H", "H", "P", "H", "H", "H", "S", "C"],
  "xyz": [[-1.30, 0.76, -1.70], [-1.43, 1.94, -2.36], [0.86, -1.78, 1.51], [-0.77, -1.31, 0.91], [1.11, -0.58, -0.39], [0.22, -0.17, 1.93], [-1.89, 0.92, -0.49], [2.42, -0.27, 0.21], [0.48, 1.43, -0.83], [0.30, -0.95, 1.21]],
  "spin_multiplicity": 1,
  "homo_energy_ev": -8.62,
  "smiles": "C[PH]#S#[PH2]",
  "lumo_ev": 0.72
}


Name the least stable of them. A.


A | {
  "formula": "C6H14O",
  "method": "wB97M-V/def2-TZVPD",
  "elements": ["H", "H", "H", "H", "H", "O", "C", "C", "C", "H", "C", "H", "H", "H", "H", "C", "H", "H", "H", "H", "C"],
  "xyz": [[3.89, -2.27, 0.21], [-1.56, 1.10, 0.91], [-0.78, -1.45, 2.39], [0.20, 0.53, -0.54], [-3.00, 4.80, -3.44], [-3.41, 3.93, -3.43], [-1.46, -0.86, 1.78], [0.42, 0.40, 0.53], [2.89, -2.59, -0.07], [1.87, -1.04, -1.28], [1.99, -1.37, -0.26], [-2.64, 3.36, -3.34], [1.35, -1.24, 1.71], [1.05, 1.26, 0.76], [2.95, -3.13, -1.01], [-0.83, 0.48, 1.42], [-1.59, -1.46, 0.87], [-2.38, -0.73, 2.33], [2.46, -3.29, 0.64], [-0.55, 1.05, 2.30], [1.29, -0.82, 0.71]],
  "spin_multiplicity": 1,
  "homo_energy_ev": -9.16,
  "smiles": "C/C=C/CCC.O",
  "lumo_ev": 0.72
}


B | {
  "formula": "C6H14O",
  "method": "wB97M-V/def2-TZVPD",
  "elements": ["H", "H", "H", "C", "C", "C", "H", "H", "H", "O", "H", "H", "H", "H", "H", "H", "C", "C", "H", "C", "H"],
  "xyz": [[2.36, -1.77, 0.47], [2.76, 1.00, 0.91], [0.01, 1.36, -0.59], [-2.13, 0.31, 1.13], [1.42, -0.22, -0.25], [0.15, 0.53, 0.12], [-2.43, 1.30, 0.77], [3.56, 0.15, -0.43], [-2.66, -1.15, -1.12], [1.53, -1.32, 0.65], [-3.04, -0.30, 1.22], [0.33, 0.98, 1.11], [1.34, -0.60, -1.29], [-1.06, -1.12, -1.86], [-1.98, 0.38, -1.68], [2.56, 1.57, -0.77], [-1.73, -0.57, -1.20], [2.65, 0.68, -0.13], [-1.70, 0.43, 2.13], [-1.12, -0.33, 0.19], [-0.83, -1.30, 0.61]],
  "spin_multiplicity": 1,
  "homo_energy_ev": -10.22,
  "smiles": "CC(C)C[C@@H](C)O",
  "lumo_ev": 0.98
}


C | {
  "formula": "C6H14O",
  "method": "wB97M-V/def2-TZVPD",
  "elements": ["H", "C", "H", "H", "H", "C", "H", "C", "H", "O", "H", "H", "H", "H", "H", "H", "C", "H", "H", "C", "C"],
  "xyz": [[-0.38, 2.71, -2.37], [0.36, -0.08, -0.42], [1.56, 0.31, 2.10], [-0.98, -2.46, 1.76], [0.21, 2.03, -0.04], [1.15, -0.70, 1.92], [1.96, -1.32, 1.52], [0.01, 1.70, -2.17], [-0.51, 1.00, -2.83], [-1.64, 1.20, -0.47], [-2.03, 2.06, -0.66], [1.45, 0.00, -0.51], [-0.81, -0.01, 1.38], [1.07, 1.69, -2.41], [-1.51, -2.02, 0.12], [0.03, -0.76, -1.22], [-0.65, -2.05, 0.79], [0.86, -1.12, 2.89], [0.08, -2.76, 0.37], [-0.03, -0.66, 0.95], [-0.24, 1.29, -0.72]],
  "spin_multiplicity": 1,
  "homo_energy_ev": -10.21,
  "smiles": "CC(C)C[C@@H](C)O",
  "lumo_ev": 0.96
}


D | {
  "formula": "C6H14O",
  "method": "wB97M-V/def2-TZVPD",
  "elements": ["C", "C", "H", "H", "H", "H", "H", "H", "H", "H", "H", "C", "H", "H", "O", "C", "H", "C", "H", "C", "H"],
  "xyz": [[3.27, 0.56, 0.10], [0.90, -0.81, -0.46], [-1.87, 0.26, -1.73], [-1.95, 0.80, 2.05], [0.09, 1.20, -0.33], [-1.16, -1.36, -1.62], [-1.24, -1.27, 0.85], [2.62, 1.15, -0.56], [-2.43, 1.54, 0.51], [2.86, -0.42, 0.28], [4.25, 0.44, -0.37], [-1.83, -0.65, -1.12], [3.36, 1.07, 1.06], [0.47, 0.45, 1.23], [1.09, -1.90, 0.03], [-1.34, -0.33, 0.30], [1.27, -0.57, -1.48], [0.07, 0.25, 0.22], [-3.29, 0.11, 1.12], [-2.31, 0.59, 1.04], [-2.83, -1.10, -1.10]],
  "spin_multiplicity": 1,
  "homo_energy_ev": -9.73,
  "smiles": "CC(C)CC=O.C",
  "lumo_ev": 0.95
}


Name the least stable of them. A.


A | {
  "formula": "C6H14O",
  "method": "wB97M-V/def2-TZVPD",
  "elements": ["H", "C", "C", "H", "C", "H", "C", "H", "C", "H", "H", "H", "H", "H", "H", "C", "H", "O", "H", "H", "H"],
  "xyz": [[-3.90, -0.37, -0.41], [-3.40, -0.45, -1.38], [1.06, -0.24, 0.54], [3.48, -0.89, 1.69], [2.41, 0.44, 0.34], [-4.06, 0.01, -2.13], [-1.10, -0.40, -0.35], [0.67, -0.01, 1.55], [-2.04, 0.23, -1.36], [-1.57, 0.17, -2.35], [1.18, -1.34, 0.48], [-2.14, 1.30, -1.12], [2.98, 0.64, 2.42], [4.35, 0.60, 1.30], [-3.31, -1.51, -1.63], [3.36, 0.18, 1.50], [-1.01, -1.49, -0.54], [0.16, 0.21, -0.44], [2.23, 1.52, 0.22], [-1.51, -0.29, 0.67], [2.84, 0.09, -0.61]],
  "spin_multiplicity": 1,
  "homo_energy_ev": -9.77,
  "smiles": "CCCOCCC",
  "lumo_ev": 1.18
}


B | {
  "formula": "C6H14O",
  "method": "wB97M-V/def2-TZVPD",
  "elements": ["H", "H", "H", "O", "C", "C", "C", "C", "H", "H", "H", "H", "H", "H", "C", "H", "H", "H", "H", "H", "C"],
  "xyz": [[-0.27, -0.84, -1.15], [0.23, 1.56, 0.45], [-1.16, 1.47, -2.38], [2.61, -2.11, 1.03], [-0.05, 1.09, -0.50], [-1.92, -0.46, 0.15], [1.93, -0.91, 0.59], [0.44, -0.95, 0.91], [0.30, -0.36, 1.82], [2.46, -0.06, 1.01], [0.93, 1.15, -0.99], [-0.53, 2.83, -1.58], [-2.47, -0.22, -0.77], [-2.26, -1.42, 0.52], [-0.43, -0.38, -0.18], [-2.23, 0.31, 0.87], [3.14, -1.84, 1.79], [-1.94, 2.06, -0.91], [0.16, -1.97, 1.18], [2.07, -0.83, -0.49], [-1.01, 1.87, -1.38]],
  "spin_multiplicity": 1,
  "homo_energy_ev": -10.15,
  "smiles": "CC[C@H](C)CCO",
  "lumo_ev": 0.93
}


Name the least stable of them. B.